1.
Computed, not measured: a cluster of 2 separate species, C32H33F3N3 in total in a non-equilibrium geometry, with wB97M-V/def2-TZVPD.

## Properties
HOMO level = -0.3824 Eh
net charge = +1
ΔE to the lowest compared entry with this formula, charge and spin = 0.00 kJ/mol

Last column: Mulliken charge in e.
Cartesian coordinates (Å):
C 4.84688 -2.40437 2.20859  -1.42
N 4.15745 -1.23495 2.76147  0.06
C 5.00164 -0.18884 3.22910  0.34
C 6.16445 0.13033 2.49493  -0.25
C 6.92267 1.25398 2.82395  -0.63
C 6.62612 2.00474 3.96796  -0.48
C 5.53244 1.63901 4.76074  -0.58
C 4.72867 0.55242 4.40129  -0.24
C 2.81968 -1.03542 2.43531  2.04
C 2.08310 0.03815 2.98824  -0.72
C 0.82509 0.35751 2.51932  -0.94
C 0.26076 -0.31949 1.40280  0.67
C -0.99828 0.10804 0.88106  -0.80
C -1.29313 0.25478 -0.49782  1.04
C -2.61013 0.59289 -0.93180  -0.53
C -2.89389 0.81222 -2.26708  -0.59
C -1.88096 0.71056 -3.24244  -0.41
N -2.13739 0.99147 -4.61130  0.29
C -1.99787 -0.13830 -5.53399  -1.04
C -1.91831 2.28211 -5.15431  0.41
C -0.88609 2.49011 -6.08835  -0.07
C -0.61987 3.77796 -6.55457  -0.67
C -1.45271 4.84648 -6.19987  -0.44
C -2.54357 4.62087 -5.34754  -0.58
C -2.73898 3.36314 -4.77202  -0.25
C -0.58947 0.30939 -2.83538  -0.31
C -0.27894 0.16614 -1.49746  -0.97
C 0.99071 -1.41755 0.85897  -1.01
C 2.18374 -1.82480 1.43352  -0.87
H 4.17780 -3.27254 2.21961  0.43
H 5.19063 -2.22808 1.17563  0.46
H 5.72323 -2.62567 2.83338  0.38
H 6.44112 -0.48243 1.63129  0.30
H 7.75096 1.53835 2.17423  0.37
H 7.24214 2.86650 4.23553  0.37
H 5.29550 2.20391 5.66325  0.38
H 3.88138 0.28045 5.03431  0.45
H 2.51037 0.66162 3.76555  0.14
H 0.28616 1.20711 2.94141  0.43
H -1.70104 0.56759 1.57901  0.43
H -3.38989 0.71671 -0.17502  0.48
H -3.90293 1.08295 -2.58205  0.52
H -2.51555 0.11162 -6.46931  0.34
H -0.94133 -0.36106 -5.74171  0.39
H -2.45995 -1.02331 -5.07976  0.30
H -0.27192 1.64103 -6.40038  0.27
H 0.23826 3.93634 -7.20861  0.36
H -1.25618 5.84567 -6.59668  0.36
H -3.24022 5.43011 -5.12673  0.37
H -3.54377 3.18471 -4.05494  0.27
H 0.19482 0.19079 -3.58626  0.37
H 0.75547 0.02735 -1.18128  0.63
H 0.61543 -1.91321 -0.04230  0.63
H 2.68010 -2.70066 1.01540  0.32
C -3.37407 -1.90288 3.79663  -0.72
C -2.04759 -2.21656 3.08878  -0.37
N -2.30423 -2.05158 1.68395  -0.11
C -3.71057 -2.00502 1.36826  0.53
C -4.06340 -3.14379 0.43294  0.79
F -5.28578 -2.96296 -0.14701  -0.27
F -3.12866 -3.21778 -0.57432  -0.26
F -4.06512 -4.34304 1.08226  -0.27
C -4.46162 -1.93311 2.70423  -0.67
H -3.57184 -2.62323 4.59787  0.33
H -3.31403 -0.90128 4.23378  0.29
H -1.22291 -1.55770 3.39008  0.10
H -1.72260 -3.24196 3.33011  0.41
H -1.72424 -2.58251 1.04849  0.24
H -3.88958 -1.10511 0.77155  -0.46
H -5.10522 -2.81063 2.82063  0.32
H -5.07298 -1.02531 2.71489  0.28

***

2.
Computed, not measured: a structure of composition C32H33F4N5Rh, with wB97M-V/def2-TZVPD.

## Properties
HOMO level = -0.3908 Eh
net charge = +1
ΔE to the lowest compared entry with this formula, charge and spin = 0.00 kJ/mol

Last column: Mulliken charge in e.
Cartesian coordinates (Å):
Rh 1.35585 -0.70129 -0.12154  -0.60
C 1.45166 0.27999 -2.87094  -1.05
N 1.78708 -0.95414 -2.13314  0.81
C 1.07976 -2.07807 -2.78894  -1.33
C 3.25847 -1.22780 -2.22572  -1.30
C 4.01927 -0.38970 -1.24981  -0.67
N 3.28866 -0.50310 0.00435  0.38
C 3.91033 -0.29763 1.22678  0.08
C 3.27374 -0.74943 2.38355  0.13
F 2.06386 -1.35888 2.24346  -0.32
C 3.79439 -0.57355 3.64388  0.00
F 3.11051 -1.03677 4.69346  -0.32
C 4.99639 0.07912 3.82691  -0.53
C 5.63442 0.55562 2.70161  0.08
F 6.78441 1.21980 2.82387  -0.30
C 5.10825 0.38801 1.43254  0.73
F 5.75939 0.93629 0.39243  -0.32
H 1.67245 0.14343 -3.93292  0.41
H 2.03042 1.11278 -2.48286  0.41
H 0.39159 0.48375 -2.74489  0.05
H 1.43005 -2.15522 -3.82128  0.45
H 0.00863 -1.89345 -2.77578  0.32
H 1.28378 -3.00300 -2.26168  0.42
H 3.57630 -1.07644 -3.26135  0.32
H 3.38607 -2.27793 -1.96330  0.45
H 4.08674 0.65220 -1.58088  0.46
H 5.04041 -0.76775 -1.17356  0.45
H 5.41602 0.21989 4.81207  0.53
C -3.67144 0.91967 -2.41818  -1.20
C -4.42150 1.10611 -1.12671  1.31
C -5.80901 0.99013 -1.08441  -0.86
C -6.51493 1.19076 0.09182  -0.65
C -5.84424 1.51274 1.26319  -0.72
C -4.46321 1.61452 1.24991  -0.41
C -3.76317 1.41072 0.06742  -0.50
N -2.33383 1.51736 0.08077  0.47
C -1.50585 0.44708 0.01799  -0.21
N -2.07801 -0.76166 -0.03631  0.38
C -1.43104 -2.01455 0.02158  0.18
C -0.05143 -2.13600 -0.01374  -0.01
C 0.48962 -3.41423 0.10980  0.41
C -0.31235 -4.53285 0.23228  -1.15
C -1.69451 -4.38636 0.22306  -0.85
C -2.27512 -3.13339 0.12222  1.26
C -3.77291 -2.97451 0.13847  -1.57
N -0.20081 0.59017 0.02535  0.76
C 0.36267 1.90252 0.16648  -0.95
C 0.41765 2.76064 -0.93154  0.14
C 1.02683 3.99927 -0.82913  -1.03
C 1.58932 4.38408 0.38067  -0.73
C 1.50052 3.54702 1.48005  -1.04
C 0.87297 2.30477 1.40582  1.75
C 0.70539 1.47708 2.65158  -1.66
H -4.33669 1.06283 -3.26754  0.52
H -3.24788 -0.08557 -2.49618  0.20
H -2.84936 1.63103 -2.50353  0.20
H -6.34317 0.75748 -1.99755  0.44
H -7.59332 1.10383 0.09154  0.42
H -6.39134 1.67776 2.18129  0.41
H -3.91502 1.84820 2.15426  0.51
H -1.90452 2.41499 0.24211  0.24
H -3.08594 -0.76707 0.00050  -0.20
H 1.57000 -3.53330 0.12302  0.54
H 0.13175 -5.51402 0.33548  0.45
H -2.33136 -5.25781 0.30773  0.40
H -4.25546 -3.94677 0.20649  0.40
H -4.14529 -2.49150 -0.77063  0.34
H -4.11179 -2.38435 0.99566  0.38
H -0.03587 2.45297 -1.86376  0.47
H 1.06403 4.65858 -1.68620  0.45
H 2.08405 5.34192 0.47050  0.47
H 1.91921 3.86316 2.42811  0.50
H 1.52962 1.65165 3.34215  0.46
H 0.64429 0.41013 2.45446  0.19
H -0.21642 1.75807 3.16734  0.37

***

3.
Computed, not measured: a structure of composition C32H33GdI2N8O5S in a non-equilibrium geometry, with wB97M-V/def2-TZVPD.

## Properties
HOMO level (spin up / spin down) = -0.2920 / -0.2849 Eh
net charge = 0
2S+1 = 8
ΔE to the lowest compared entry with this formula, charge and spin = 0.59 kJ/mol

Last column: Mulliken charge in e.
Cartesian coordinates (Å):
Gd -0.04282 0.28548 0.06102  0.38
C -1.93981 0.28382 -3.08713  -1.11
C -0.64768 -0.48354 -3.28998  -1.01
N -0.32873 -1.34531 -2.14003  0.14
C -1.19776 -2.50346 -1.98988  -1.75
C -2.40286 -2.23618 -1.11397  0.80
C -3.53619 -3.03007 -1.22659  -0.91
C -4.60924 -2.77743 -0.39113  -0.86
C -4.52538 -1.72283 0.50316  -0.97
C -3.35967 -0.97777 0.54960  1.03
C -3.22375 0.17940 1.50412  -2.16
N -2.44745 1.28331 0.92900  0.27
C -3.19983 2.10685 -0.03266  -0.80
C -3.22507 1.50395 -1.43312  -1.23
N -1.89735 1.05718 -1.85203  0.43
N -2.30978 -1.24566 -0.23266  1.35
H -2.78194 -0.41042 -3.02782  0.39
H -2.11550 0.91592 -3.96198  0.56
H 0.18220 0.21438 -3.40507  0.34
H -0.72908 -1.07384 -4.20907  0.55
H 0.63238 -1.64289 -2.23990  0.31
H -0.62791 -3.30923 -1.52067  0.43
H -1.54173 -2.88437 -2.95778  0.42
H -3.57112 -3.82270 -1.96577  0.53
H -5.50931 -3.37778 -0.45250  0.44
H -5.35688 -1.46923 1.14978  0.53
H -2.69176 -0.18263 2.37986  0.33
H -4.22126 0.50348 1.81297  0.52
H -2.12873 1.87384 1.68495  0.24
H -2.73787 3.09177 -0.08172  0.05
H -4.23170 2.25508 0.30068  0.52
H -3.63295 2.25419 -2.11777  0.73
H -3.89147 0.63990 -1.45824  0.47
H -1.32124 1.88622 -1.99759  0.37
I 2.31147 -2.92950 7.07390  0.06
C 1.40453 -2.18875 5.34460  -0.46
C 0.59613 -3.01913 4.58265  -0.43
C -0.00019 -2.50616 3.44209  0.00
I -1.19831 -3.76350 2.27214  0.00
C 0.15977 -1.16090 3.03736  -0.86
O -0.47466 -0.65690 2.01370  0.59
C 1.03309 -0.36840 3.81405  0.71
C 1.36978 1.00239 3.29336  -1.09
N 1.97544 0.87853 1.95974  0.24
C 3.24082 0.15048 1.93953  -1.22
C 3.23444 -1.06263 1.02973  0.74
C 4.43694 -1.63079 0.62459  -1.04
C 4.41989 -2.75645 -0.17403  -0.49
C 3.19454 -3.30211 -0.53238  -1.13
C 2.05228 -2.66989 -0.08557  -0.36
N 2.05886 -1.56298 0.66345  0.84
C 1.63427 -0.87841 4.95282  -0.41
H 0.43437 -4.04987 4.86857  0.42
H 2.02994 1.51124 4.00205  0.37
H 0.46827 1.60402 3.17918  0.03
H 2.08178 1.79168 1.54551  0.30
H 3.46198 -0.21702 2.94276  0.37
H 4.06835 0.80139 1.65720  0.48
H 5.37251 -1.17520 0.92388  0.49
H 5.34560 -3.20160 -0.51752  0.41
H 3.12683 -4.19172 -1.14750  0.47
H 1.07133 -3.07819 -0.31476  0.36
H 2.30054 -0.24727 5.53000  0.44
O 4.00060 0.48877 -2.19680  -0.69
C 2.88292 0.49910 -1.77958  0.75
N 1.75817 0.50387 -1.36258  -0.60
O 0.00006 5.51676 -2.70412  -0.70
S -0.91804 4.89228 -1.80255  1.20
O -2.27913 4.68565 -2.22895  -0.65
N -0.32696 3.47694 -1.23312  -0.39
C -0.16846 3.50190 0.07245  -0.24
O 0.14827 2.49840 0.78467  0.25
C -0.47672 4.82240 0.70820  0.61
C -0.39746 5.17093 2.04358  -0.48
C -0.75478 6.46793 2.39965  -0.74
C -1.18933 7.37758 1.43639  -0.48
C -1.27830 7.01712 0.09606  -0.72
C -0.91237 5.72835 -0.23671  -0.05
H -0.05278 4.45150 2.77711  0.48
H -0.69221 6.77865 3.43526  0.42
H -1.46500 8.38199 1.73557  0.39
H -1.61835 7.72009 -0.65567  0.45

***

4.
Computed, not measured: a structure of composition C32H33N6O2SSeTi in a non-equilibrium geometry, with wB97M-V/def2-TZVPD.

## Properties
HOMO level (spin up / spin down) = -0.2706 / -0.2746 Eh
net charge = 0
2S+1 = 2
ΔE to the lowest compared entry with this formula, charge and spin = 79.36 kJ/mol

Last column: Mulliken charge in e.
Cartesian coordinates (Å):
Ti 0.32558 -1.02068 -1.11123  -0.63
C -2.54332 2.22787 4.27729  -1.61
C -1.23891 2.95996 4.13449  0.62
C -0.85541 3.92987 5.05076  -0.69
C 0.34800 4.60932 4.93048  -0.72
C 1.18056 4.33334 3.85932  -1.08
C 0.81481 3.38134 2.91992  0.01
C -0.37977 2.67947 3.06416  0.18
N -0.79789 1.70889 2.12834  0.18
C -0.02577 0.92817 1.30085  0.30
N 1.19546 0.61361 1.76138  0.18
C 2.24039 -0.18047 1.20679  0.22
C 2.11242 -0.85936 -0.00441  0.57
C 3.20446 -1.63916 -0.40314  -0.47
C 4.35916 -1.73080 0.35147  -1.34
C 4.45612 -1.02057 1.53995  -0.70
C 3.40947 -0.23061 1.98649  1.04
C 3.54333 0.53514 3.27735  -1.44
N -0.50962 0.48802 0.17301  0.43
C -1.74637 0.97816 -0.32853  -0.46
C -2.76352 0.05043 -0.54227  -0.55
C -3.95962 0.43787 -1.12822  -0.87
C -4.13546 1.75901 -1.50330  -0.73
C -3.11142 2.67517 -1.30903  -0.87
C -1.89938 2.31394 -0.73200  1.74
C -0.77337 3.30429 -0.63493  -1.54
H -3.04978 2.52222 5.19425  0.41
H -2.39146 1.14684 4.30099  0.33
H -3.22364 2.44319 3.44783  0.33
H -1.51522 4.14829 5.88166  0.37
H 0.62713 5.35331 5.66388  0.41
H 2.11290 4.86827 3.73676  0.43
H 1.44626 3.20259 2.06020  0.71
H -1.77786 1.71180 1.88744  0.39
H 1.36622 0.92643 2.70365  0.17
H 3.15533 -2.16950 -1.34846  0.64
H 5.18860 -2.33685 0.01111  0.42
H 5.36361 -1.07074 2.13010  0.34
H 4.53783 0.39327 3.69572  0.39
H 2.82733 0.20200 4.03684  0.38
H 3.39853 1.61001 3.13893  0.29
H -2.61117 -0.97719 -0.22741  0.43
H -4.74094 -0.29167 -1.29367  0.45
H -5.05790 2.07552 -1.97113  0.40
H -3.23681 3.69519 -1.65089  0.44
H -0.92389 4.10928 -1.35227  0.50
H 0.17885 2.82325 -0.86382  0.29
H -0.69811 3.74772 0.36076  0.27
C -1.18778 -4.31341 1.29701  -1.95
C -0.80267 -3.57936 0.04159  1.26
O -0.32763 -2.42028 0.17415  -0.02
C -1.01788 -4.17592 -1.25602  0.46
C -1.71484 -5.40020 -1.35885  -0.75
C -2.00303 -5.96257 -2.57243  -0.90
C -1.58999 -5.30276 -3.73811  -0.43
C -0.90081 -4.12076 -3.67869  -0.91
C -0.57943 -3.51984 -2.44018  0.68
O 0.11173 -2.40450 -2.44099  -0.15
H -0.85935 -3.72991 2.15312  0.33
H -0.73318 -5.30290 1.32707  0.45
H -2.27076 -4.44217 1.33856  0.41
H -2.03660 -5.90167 -0.45677  0.37
H -2.54091 -6.89785 -2.63354  0.39
H -1.81495 -5.73651 -4.70445  0.42
H -0.56940 -3.61885 -4.57823  0.39
N 1.38595 -0.69971 -5.19594  -0.36
C 2.55666 -0.12064 -4.84052  0.37
N 2.75062 1.13834 -5.29092  -0.37
S 3.69180 -0.91634 -3.91284  -0.42
H 0.61981 -0.10208 -5.47599  0.28
H 1.14621 -1.51639 -4.65574  0.03
H 1.94843 1.70772 -5.52736  0.21
H 3.55380 1.61179 -4.91491  0.21
Se -0.65452 2.38808 -4.63378  -0.18
C -0.01302 1.32517 -3.33704  0.07
N 0.42596 0.64805 -2.49569  -0.47